C10H36N10O22SSi2 as an isolated structure. Source: the Open Molecules 2025 dataset; level of theory: the ωB97M-V functional and the def2-TZVPD basis.

HOMO-LUMO gap = 9.338 eV
E_LUMO = -0.02267 Eh

Last column: Löwdin charge in e.
Positions of all 81 atoms, in Å:
O1 2.602 1.289 -0.923  -0.211
Si1 1.751 1.542 -2.301  0.357
O2 2.305 0.679 -3.603  -0.448
Si2 3.895 0.613 -4.054  0.206
S1 5.137 2.151 -3.243  0.436
H1 2.839 0.361 -0.779  0.031
H2 1.676 2.974 -2.633  -0.011
H3 0.378 1.066 -2.062  -0.020
H4 3.928 0.740 -5.519  -0.049
H5 4.435 -0.692 -3.641  -0.036
H6 4.410 3.255 -3.425  -0.187
C1 -0.395 -1.195 0.219  0.028
N1 -1.690 -0.788 -0.377  -0.414
O3 -2.606 -1.590 -0.394  0.050
O4 -1.760 0.339 -0.824  0.034
H7 -0.487 -2.213 0.572  0.092
H8 0.362 -1.114 -0.552  0.079
H9 -0.186 -0.517 1.040  0.066
C2 0.955 -0.488 4.963  0.043
N2 0.397 -0.537 3.587  -0.420
O5 1.051 -0.046 2.685  0.053
O6 -0.682 -1.079 3.437  0.062
H10 1.910 0.012 4.923  0.072
H11 0.250 0.050 5.586  0.099
H12 1.058 -1.525 5.282  0.065
C3 8.490 1.973 -1.439  0.037
N3 8.692 0.813 -0.528  -0.455
O7 8.971 1.040 0.629  0.065
O8 8.559 -0.291 -1.014  0.058
H13 8.639 2.884 -0.870  0.094
H14 9.215 1.887 -2.242  0.102
H15 7.478 1.909 -1.827  0.022
C4 -5.029 -2.433 -1.982  0.018
N4 -6.269 -3.251 -2.043  -0.448
O9 -6.713 -3.684 -0.998  0.055
O10 -6.760 -3.431 -3.136  0.066
H16 -4.710 -2.364 -0.952  0.066
H17 -4.279 -2.935 -2.587  0.102
H18 -5.267 -1.457 -2.383  0.065
C5 3.073 -3.774 1.523  0.062
N5 2.576 -2.760 0.555  -0.424
O11 1.690 -3.076 -0.213  0.053
O12 3.094 -1.661 0.592  0.069
H19 2.520 -4.692 1.366  0.098
H20 4.133 -3.910 1.330  0.106
H21 2.913 -3.379 2.523  0.092
C6 -6.580 0.678 0.040  0.055
N6 -7.414 0.574 -1.191  -0.438
O13 -8.517 1.067 -1.176  0.089
O14 -6.917 -0.011 -2.134  0.040
H22 -7.146 1.217 0.789  0.094
H23 -6.356 -0.334 0.364  0.098
H24 -5.670 1.206 -0.228  0.101
C7 -2.964 0.634 -4.204  0.048
N7 -2.362 1.746 -4.987  -0.442
O15 -1.399 1.502 -5.678  0.077
O16 -2.882 2.840 -4.877  0.043
H25 -2.396 -0.268 -4.401  0.097
H26 -2.909 0.910 -3.154  0.083
H27 -3.997 0.527 -4.525  0.102
C8 3.460 2.704 7.919  0.052
N8 3.103 1.597 6.990  -0.434
O17 4.003 0.948 6.504  0.085
O18 1.920 1.415 6.777  0.043
H28 4.539 2.740 8.006  0.096
H29 3.065 3.622 7.495  0.102
H30 2.991 2.488 8.874  0.101
C9 -4.622 5.094 -6.294  0.036
N9 -5.911 5.530 -6.901  -0.457
O19 -6.826 4.735 -6.920  0.067
O20 -5.956 6.661 -7.340  0.056
H31 -4.728 4.075 -5.949  0.070
H32 -3.859 5.172 -7.062  0.103
H33 -4.408 5.767 -5.470  0.102
C10 0.939 -5.596 6.681  0.055
N10 1.470 -4.425 5.932  -0.432
O21 2.361 -4.613 5.132  0.074
O22 0.966 -3.346 6.171  0.053
H34 1.481 -6.478 6.361  0.096
H35 1.089 -5.399 7.738  0.103
H36 -0.119 -5.673 6.450  0.104

***

A 2-piece molecular cluster, C3H4O overall. Source: the Open Molecules 2025 dataset; level of theory: the ωB97M-V functional and the def2-TZVPD basis.

HOMO-LUMO gap = 11.178 eV
ΔE to the lowest compared entry with this formula, charge and spin = 46.4 kJ/mol
E_LUMO = 0.04030 Eh

Last column: Löwdin charge in e.
Positions of all 8 atoms, in Å:
C1 -0.485 2.744 0.494  -0.008
C2 0.638 -0.384 0.119  -0.093
C3 -0.567 0.057 -0.231  -0.154
O1 -0.772 3.411 -0.366  0.043
H1 1.425 0.088 -0.471  0.047
H2 0.982 -0.835 1.061  0.058
H3 -1.441 -0.212 0.435  0.077
H4 -0.715 0.543 -1.157  0.030

***

A 10-piece molecular cluster, H21O10 overall. Source: the Open Molecules 2025 dataset; level of theory: the ωB97M-V functional and the def2-TZVPD basis.

HOMO-LUMO gap (alpha / beta) = 3.054 / 10.772 eV
2S+1 = 2
Expectation value of S² = 0.751
ΔE to the lowest compared entry with this formula, charge and spin = 0.0 kJ/mol
E_LUMO (alpha / beta) = 0.01321 / -0.00080 Eh

Last column: Löwdin charge in e.
Positions of all 31 atoms, in Å:
O1 0.211 -3.961 -1.013  -0.080
H1 1.123 -4.261 -1.126  0.040
H2 -1.280 -2.325 -2.184  0.125
O2 -2.437 1.936 -2.410  -0.064
H3 -2.879 2.539 -1.805  0.046
H4 -2.686 2.104 -3.315  0.038
O3 -0.348 -1.593 0.261  -0.085
H5 -0.354 -1.048 -2.588  0.100
H6 0.411 -1.744 0.881  0.030
O4 -0.632 1.094 3.760  -0.104
H7 -1.145 1.899 3.863  0.015
H8 -1.032 0.599 3.039  -0.017
O5 -0.970 3.152 1.654  -0.083
H9 -0.878 -1.199 0.974  0.047
H10 -0.776 3.906 2.200  0.031
O6 2.998 1.273 -0.112  -0.120
H11 3.448 1.275 -0.962  0.004
H12 -0.127 2.781 1.368  0.018
O7 1.419 -1.532 2.239  -0.092
H13 3.704 1.584 0.467  0.022
H14 1.813 -0.662 2.437  0.038
O8 1.631 -0.636 -2.727  -0.093
H15 1.921 -0.547 -1.803  0.011
H16 0.822 -1.601 2.999  0.037
O9 -1.079 -1.387 -2.017  0.159
H17 0.209 -3.749 -0.071  0.015
O10 -1.669 0.810 0.156  -0.076
H18 -1.720 1.281 -0.681  -0.011
H19 1.916 0.185 -3.147  0.036
H20 -0.654 -1.346 -1.029  0.034
H21 -0.962 1.173 0.691  -0.023

***

C4H12BCsO2S as an isolated structure. Source: the Open Molecules 2025 dataset; level of theory: the ωB97M-V functional and the def2-TZVPD basis.

HOMO-LUMO gap = 7.428 eV
ΔE to the lowest compared entry with this formula, charge and spin = 21.0 kJ/mol
E_LUMO = -0.01860 Eh

Last column: Löwdin charge in e.
Positions of all 21 atoms, in Å:
Cs1 0.627 -2.918 2.238  1.009
B1 -0.597 -4.608 -0.570  -0.511
H1 0.027 -5.149 -1.395  -0.078
H2 -0.598 -5.339 0.343  -0.102
H3 0.025 -3.664 -0.310  -0.193
H4 -1.716 -4.394 -0.820  -0.075
C1 1.041 1.536 -0.926  -0.205
C2 -0.286 2.280 -1.052  -0.225
C3 -1.225 1.850 0.081  -0.183
S1 -0.068 1.336 1.442  0.698
O1 -0.140 -0.107 1.580  -0.491
O2 -0.350 2.179 2.591  -0.325
C4 1.442 1.760 0.541  -0.217
H5 1.782 1.837 -1.657  0.121
H6 0.818 0.469 -1.018  0.121
H7 -0.767 2.007 -1.994  0.118
H8 -0.171 3.364 -1.020  0.118
H9 -1.829 0.984 -0.186  0.106
H10 -1.897 2.577 0.525  0.099
H11 2.294 1.175 0.878  0.106
H12 1.586 2.826 0.730  0.108